[1]
19
Properties=species:S:1:pos:R:3:nbo_charge:R:1 method="wB97M-V/def2-TZVPD" de_lowest_ev=1.119 smiles="C=C[C@H](O)CC.O"
H 0.12 2.19 -0.12 0.204
H -1.13 -0.79 -3.17 0.475
H -1.09 -1.12 3.14 0.209
C -0.51 -0.02 1.35 -0.413
C 0.94 1.28 -1.83 -0.432
H 0.04 -1.98 2.07 0.220
O 0.86 -1.11 -0.34 -0.730
H 1.58 0.24 0.96 0.187
H 1.38 0.38 -2.25 0.213
H -1.10 0.21 -2.03 0.486
H 0.62 -0.66 3.09 0.200
H 0.09 -1.24 -0.92 0.489
H -0.73 0.98 1.77 0.198
C 0.54 1.29 -0.56 -0.199
H 0.86 2.16 -2.46 0.205
C 0.66 0.09 0.37 0.050
O -1.38 -0.70 -2.24 -0.957
H -1.41 -0.32 0.79 0.203
C -0.22 -1.00 2.48 -0.608

***

[2]
17
Properties=species:S:1:pos:R:3:nbo_charge:R:1 method="wB97M-V/def2-TZVPD" de_lowest_ev=1.075 smiles=C[C@@H]1[C@H](C)N1C
H 0.89 0.78 -1.36 0.186
H 0.69 -2.10 -0.38 0.224
C -0.74 0.42 0.05 -0.077
H 2.31 1.22 1.16 0.199
H 1.59 -1.51 -1.79 0.214
N 0.53 0.23 0.71 -0.410
H -0.16 -1.73 -1.89 0.210
H -2.64 -0.49 -0.41 0.210
H 0.92 1.68 2.16 0.200
C 0.46 0.00 -0.73 -0.081
H 1.05 2.29 0.49 0.164
H -2.36 -0.22 1.32 0.214
C -1.88 -0.51 0.38 -0.618
C 0.66 -1.41 -1.23 -0.627
H -1.04 1.47 -0.11 0.183
C 1.23 1.42 1.14 -0.410
H -1.52 -1.54 0.49 0.217

***

| no. | molecular weight (g mol⁻¹) | Kohn-Sham gap (eV) |
| --- | --- | --- |
| 1 | 104.15 | 10.73 |
| 2 | 85.15 | 10.26 |